A molecular structure, C22H44N3OP3RuSe in a non-equilibrium geometry. Source: the Open Molecules 2025 dataset; level of theory: ωB97M-V/def2-TZVPD.

Structure (XYZ):
```
75
Properties=species:S:1:pos:R:3
Ru 0.49 -0.03 -0.14
P 2.38 -1.04 1.36
P 1.39 2.00 0.50
P 1.76 -0.36 -1.87
H -2.01 -1.36 -0.54
C -1.06 -1.58 -1.03
C -0.10 -2.33 -0.34
H -0.37 -2.71 0.65
C 2.11 -1.26 3.17
C 4.07 -0.33 1.50
C 2.74 -2.78 0.90
C 0.35 3.36 -0.12
C 1.46 2.34 2.30
C 3.04 2.59 -0.07
C 1.63 -1.89 -2.87
C 3.60 -0.29 -1.86
C 1.34 0.93 -3.10
H -1.03 -1.52 -2.11
H 0.63 -2.91 -0.90
H 1.41 -2.08 3.34
H 1.70 -0.35 3.62
H 3.07 -1.49 3.66
H 4.05 0.65 2.00
H 4.56 -0.23 0.53
H 4.68 -1.01 2.12
H 1.81 -3.36 0.93
H 3.46 -3.21 1.60
H 3.16 -2.84 -0.12
H 0.82 4.32 0.13
H -0.64 3.29 0.36
H 0.23 3.27 -1.21
H 2.04 3.27 2.46
H 1.94 1.52 2.85
H 0.44 2.49 2.69
H 3.15 3.63 0.27
H 3.09 2.58 -1.17
H 3.85 2.00 0.35
H 2.16 -1.73 -3.82
H 0.59 -2.15 -3.09
H 2.10 -2.74 -2.36
H 3.95 -0.35 -2.90
H 4.03 -1.13 -1.31
H 3.96 0.65 -1.44
H 1.69 0.60 -4.08
H 1.81 1.88 -2.83
H 0.25 1.07 -3.14
C -3.53 0.84 -3.15
C -3.95 -0.47 -2.88
C -4.97 -1.05 -3.63
C -5.62 -0.33 -4.64
C -5.25 0.99 -4.88
C -4.21 1.59 -4.15
Se -2.09 1.61 -2.15
H -1.02 0.48 -1.31
H -3.46 -1.02 -2.09
H -5.26 -2.08 -3.42
H -6.42 -0.79 -5.22
H -5.76 1.57 -5.66
H -3.92 2.62 -4.34
C -1.78 -2.13 4.87
N -1.74 -1.01 3.94
C -2.24 0.19 4.32
C -2.30 1.21 3.42
C -1.80 0.94 2.13
N -1.03 -0.11 1.87
C -1.11 -1.19 2.71
O -0.68 -2.33 2.44
N -2.06 1.83 1.14
H -1.23 -1.87 5.79
H -1.36 -3.01 4.40
H -2.82 -2.31 5.16
H -2.61 0.24 5.34
H -2.70 2.18 3.64
H -2.77 2.53 1.32
H -2.07 1.51 0.15
```

E_LUMO (spin up / spin down) in eV: -11.81 / -16.13
Energy in a.u.: -4622.9810
Molar mass in g mol⁻¹: 639.57
Net charge: +4
2S+1: 5
Orbital gap (spin up / spin down) in eV: 7.33 / 3.00
Energy relative to the best compared isomer or geometry (same formula, charge and spin) in kcal/mol: 45.0

=====

5 unconnected molecules or ions with the total composition C5H20O5 in a non-equilibrium geometry. Source: the Open Molecules 2025 dataset; level of theory: ωB97M-V/def2-TZVPD.

Structure (XYZ):
```
30
Properties=species:S:1:pos:R:3
C 4.86 -2.64 -0.56
O 3.78 -2.99 0.32
H 5.25 -1.62 -0.51
H 5.73 -3.30 -0.57
H 4.47 -2.73 -1.57
H 3.04 -2.39 0.21
C -0.71 7.09 3.26
O 0.61 6.85 2.78
H -1.04 8.13 3.34
H -1.43 6.75 2.52
H -0.99 6.55 4.17
H 1.25 7.30 3.33
C -0.67 -5.90 -1.02
O -1.58 -4.79 -1.09
H 0.35 -5.63 -1.25
H -0.69 -6.22 0.03
H -0.87 -6.78 -1.64
H -1.30 -4.05 -0.54
C -1.70 1.11 2.66
O -1.59 0.18 1.57
H -2.63 1.67 2.58
H -1.69 0.56 3.60
H -1.01 1.95 2.71
H -1.19 0.57 0.79
C -1.86 -0.20 -4.36
O -1.35 0.53 -3.30
H -2.93 -0.32 -4.54
H -1.28 0.07 -5.24
H -1.48 -1.21 -4.17
H -1.37 1.47 -3.51
```

E_LUMO in eV: 0.41
Structure (SMILES): CO.CO.CO.CO.CO
Energy in a.u.: -578.5572
Molar mass in g mol⁻¹: 160.21
Net charge: 0
Orbital gap in eV: 10.58
Energy relative to the best compared isomer or geometry (same formula, charge and spin) in kcal/mol: 68.8

=====

2 unconnected molecules or ions with the total composition C4H10NO in a non-equilibrium geometry. Source: the Open Molecules 2025 dataset; level of theory: ωB97M-V/def2-TZVPD.

Structure (XYZ):
```
16
Properties=species:S:1:pos:R:3
C -0.59 0.66 -0.26
O -0.87 0.40 -1.53
C 0.72 0.60 0.41
C -0.59 -0.61 0.59
C 0.33 -1.90 0.07
N 1.06 1.03 1.78
H -0.30 0.68 -4.65
H -1.12 1.60 0.03
H 1.58 0.28 -0.29
H -1.59 -1.08 0.46
H -0.70 -0.38 1.70
H 1.23 -1.50 -0.22
H 0.53 -2.71 0.79
H -0.16 -2.42 -0.79
H -0.38 0.56 -3.94
H 1.24 2.01 1.86
```

E_LUMO in eV: 4.21
Energy in a.u.: -288.1816
Molar mass in g mol⁻¹: 88.13
Net charge: -1
Orbital gap in eV: 6.83
Energy relative to the best compared isomer or geometry (same formula, charge and spin) in kcal/mol: 131.8

=====

11 unconnected molecules or ions with the total composition C19H60O11 in a non-equilibrium geometry. Source: the Open Molecules 2025 dataset; level of theory: ωB97M-V/def2-TZVPD.

Structure (XYZ):
```
90
Properties=species:S:1:pos:R:3
C -3.96 -1.74 -5.14
C -3.72 -1.76 -6.61
O -4.93 -1.36 -7.26
H -4.09 -0.69 -4.89
H -3.14 -2.21 -4.60
H -4.92 -2.19 -4.87
H -3.44 -2.77 -6.93
H -2.88 -1.09 -6.76
H -4.64 -0.92 -8.07
C 4.34 4.22 2.75
C 3.17 5.00 2.13
O 3.55 6.35 1.94
H 4.04 3.23 3.10
H 4.69 4.74 3.64
H 5.19 3.97 2.11
H 2.35 4.92 2.84
H 2.90 4.57 1.16
H 4.35 6.32 1.42
C 5.38 2.07 -2.14
C 6.88 1.78 -2.49
O 7.75 2.45 -1.59
H 4.75 1.89 -3.01
H 5.28 3.12 -1.87
H 5.04 1.48 -1.29
H 7.06 2.21 -3.48
H 7.14 0.72 -2.46
H 8.62 2.37 -1.97
C 6.04 -3.20 0.82
C 5.83 -3.79 2.27
O 6.72 -4.83 2.34
H 5.32 -2.41 0.60
H 6.04 -3.96 0.04
H 7.03 -2.76 0.76
H 4.79 -4.03 2.50
H 6.16 -3.02 2.96
H 6.29 -5.48 1.78
C -2.47 -5.30 1.10
C -3.73 -5.06 1.88
O -4.83 -5.54 1.07
H -2.40 -4.78 0.15
H -2.38 -6.38 0.97
H -1.62 -4.95 1.68
H -3.85 -4.00 2.12
H -3.66 -5.51 2.87
H -4.74 -6.49 0.98
C -6.39 2.05 -1.58
C -7.27 3.05 -0.78
O -7.49 4.22 -1.57
H -5.48 2.57 -1.88
H -6.92 1.71 -2.47
H -6.28 1.20 -0.90
H -6.78 3.51 0.07
H -8.22 2.63 -0.46
H -8.12 4.74 -1.07
C -3.79 4.79 5.18
C -3.08 3.56 4.76
O -1.81 3.41 5.44
H -4.73 4.83 4.62
H -3.19 5.69 5.03
H -4.07 4.68 6.23
H -2.79 3.55 3.71
H -3.66 2.66 4.98
H -1.32 2.63 5.16
C -0.41 -1.51 6.97
C 0.49 -1.77 5.73
O 0.36 -0.69 4.82
H -1.45 -1.54 6.66
H -0.32 -0.54 7.46
H -0.24 -2.26 7.75
H 0.16 -2.72 5.29
H 1.55 -1.78 5.97
H 0.72 -1.06 4.01
C -0.55 2.78 -6.20
O -1.64 3.58 -6.52
H -0.23 2.25 -7.10
H 0.27 3.32 -5.72
H -0.88 2.06 -5.45
H -1.42 4.13 -7.27
C 2.00 -5.28 -3.10
O 2.09 -3.91 -3.22
H 2.75 -5.77 -3.71
H 2.25 -5.53 -2.06
H 1.01 -5.67 -3.33
H 1.95 -3.66 -4.14
C 0.03 0.09 -0.53
O 0.88 -1.02 -0.11
H -0.22 0.90 0.16
H 0.53 0.58 -1.37
H -0.85 -0.31 -1.05
H 1.23 -1.38 -0.93
```

E_LUMO in eV: -0.03
Structure (SMILES): CCO.CCO.CCO.CCO.CCO.CCO.CCO.CCO.CO.CO.CO
Energy in a.u.: -1587.3024
Molar mass in g mol⁻¹: 464.68
Net charge: 0
Orbital gap in eV: 9.88
Energy relative to the best compared isomer or geometry (same formula, charge and spin) in kcal/mol: 134.7